Computed, not measured: the molecule C17H23NO4, with wB97M-V/def2-TZVPD.

Its HOMO energy is -8.584 eV. The value obtained for the largest force on an atom is 0.52 eV/Å. The value obtained for the HOMO-LUMO gap is 9.17 eV. The lowest unoccupied orbital energy comes out at 0.58 eV. Its SMILES is CCOC(=O)C1CCN(Cc2ccc(C(=O)OC)cc2)CC1.

Bonds (Å) are listed after each position.
Element x y z (Å)
1 C -4.2170 1.3746 1.3681  C2 1.517, H23 1.087, H24 1.087, H25 1.086
2 C -2.8477 2.0209 1.2794  C1 1.517, O3 1.429, H26 1.096, H27 1.096
3 O -2.4869 2.1245 -0.0996  C2 1.429, C4 1.336
4 C -1.2806 2.6356 -0.3611  O3 1.336, O5 1.204, C6 1.521
5 O -0.5253 3.0108 0.4977  C4 1.204
6 C -1.0194 2.7237 -1.8567  C4 1.521, C7 1.529, C22 1.528, H28 1.097
7 C -1.4956 1.4744 -2.5988  C6 1.529, C8 1.526, H29 1.090, H30 1.091
8 C -0.6325 0.2774 -2.2100  C7 1.526, N9 1.449, H31 1.093, H32 1.105
9 N 0.7511 0.5448 -2.5494  C8 1.449, C10 1.457, C21 1.452
10 C 1.6066 -0.6323 -2.4840  N9 1.457, C11 1.509, H33 1.094, H34 1.094
11 C 1.7254 -1.2300 -1.1033  C10 1.509, C12 1.392, C20 1.392
12 C 2.7008 -0.7811 -0.2176  C11 1.392, C13 1.380, H35 1.080
13 C 2.7583 -1.2679 1.0726  C12 1.380, C14 1.393, H36 1.079
14 C 1.8353 -2.2171 1.5062  C13 1.393, C15 1.480, C19 1.392
15 C 1.9344 -2.7120 2.8972  C14 1.480, O16 1.207, O17 1.345
16 O 2.7895 -2.3815 3.6825  C15 1.207
17 O 0.9586 -3.5842 3.2077  C15 1.345, C18 1.418
18 C 0.9957 -4.1025 4.5274  O17 1.418, H37 1.087, H38 1.092, H39 1.092
19 C 0.8613 -2.6776 0.6240  C14 1.392, C20 1.381, H40 1.079
20 C 0.8128 -2.1858 -0.6655  C11 1.392, C19 1.381, H41 1.081
21 C 1.2598 1.6754 -1.7937  N9 1.452, C22 1.527, H42 1.093, H43 1.102
22 C 0.4682 2.9358 -2.1351  C6 1.528, C21 1.527, H44 1.090, H45 1.091
23 H -4.1931 0.3837 0.9225  C1 1.087
24 H -4.9498 1.9765 0.8377  C1 1.087
25 H -4.5132 1.2891 2.4095  C1 1.086
26 H -2.0888 1.4251 1.7992  C2 1.096
27 H -2.8493 3.0243 1.7199  C2 1.096
28 H -1.5895 3.5929 -2.2066  C6 1.097
29 H -2.5404 1.2683 -2.3673  C7 1.090
30 H -1.3982 1.6450 -3.6719  C7 1.091
31 H -0.9597 -0.6030 -2.7693  C8 1.093
32 H -0.7625 0.0704 -1.1323  C8 1.105
33 H 2.5940 -0.3346 -2.8479  C10 1.094
34 H 1.1923 -1.3716 -3.1760  C10 1.094
35 H 3.4240 -0.0494 -0.5466  C12 1.080
36 H 3.5119 -0.9252 1.7655  C13 1.079
37 H 0.1522 -4.7831 4.6116  C18 1.087
38 H 1.9352 -4.6314 4.7015  C18 1.092
39 H 0.9109 -3.2932 5.2559  C18 1.092
40 H 0.1510 -3.4192 0.9548  C19 1.079
41 H 0.0601 -2.5540 -1.3482  C20 1.081
42 H 2.3074 1.8247 -2.0666  C21 1.093
43 H 1.2065 1.5040 -0.7063  C21 1.102
44 H 0.8441 3.7650 -1.5353  C22 1.090
45 H 0.6018 3.1700 -3.1918  C22 1.091